Entry from the OMol25 dataset: a single C4H4O3 molecule (ωB97M-V/def2-TZVPD).

```
! RIJCOSX wB97M-V def2-TZVPD def2/J DEFGRID3
* xyz 0 1
C -1.44 0.31 -0.58
C -0.40 -0.75 -0.33
O -0.32 -1.80 -0.91
C 0.61 -0.46 0.79
O 0.50 -0.89 1.91
C 1.81 0.42 0.41
O 1.93 0.86 -0.70
H -2.05 0.46 0.32
H -2.07 0.02 -1.42
H -0.94 1.27 -0.80
H 2.51 0.62 1.24
*
```

For the total energy, the calculation gives -10353.9066 eV. The largest force on an atom is 0.6 eV/Å. The calculation puts the gap between HOMO and LUMO at 8.73 eV. Its SMILES is CC(=O)C(=O)C=O. The value obtained for the energy above the lowest of the compared OMol25 structures with the same formula, charge and spin is 1.3055 eV.

Calculated atomic charges, method Mulliken, unit e: -1.003, 0.672, -0.509, 0.419, -0.482, 0.027, -0.436, 0.327, 0.284, 0.328, 0.373